63
Properties=species:S:1:pos:R:3 method="wB97M-V/def2-TZVPD" total_charge=-1 e_above_lowest_kcal_mol=0.00 lumo_energy_ev=2.499 e_tot_ha=-2247.78846
O -3.392 2.826 -2.833
O -0.898 1.302 4.688
H -1.694 3.479 -0.384
H -1.516 3.529 4.483
H -5.237 2.469 3.713
C 1.090 -2.374 -0.006
C 0.182 -3.172 -3.596
C -4.591 2.638 -0.164
C 0.286 -2.450 -1.316
N -0.970 -1.988 -1.370
H -2.641 -1.674 -2.534
N 0.455 0.830 -1.763
C -1.120 -2.696 -3.649
H 2.446 0.373 -1.899
H 0.370 -0.264 5.276
H 1.911 -3.388 -2.301
C -1.250 2.450 2.675
C -4.452 0.334 1.376
C 1.455 -2.097 5.040
C -1.646 -2.106 -2.512
O 2.232 -2.857 -0.048
C -1.653 3.551 0.698
C -1.918 4.750 2.733
C -1.570 3.593 3.406
N -5.275 1.551 3.297
C -1.951 4.737 1.346
C 1.555 0.611 -2.471
H -5.380 3.584 1.590
C 0.407 -0.857 3.228
H -4.609 3.536 -0.768
H 1.679 -2.179 6.098
S -3.246 1.500 -2.284
N -0.282 0.249 2.687
C -4.072 1.479 -0.708
H 2.470 -3.913 4.501
H -4.387 -0.565 1.978
O -3.747 0.392 -3.064
H -1.716 -2.755 -4.548
C -0.781 1.214 3.453
H -3.653 -0.602 -0.375
C 1.596 -2.938 2.805
C 0.719 -1.011 4.584
C 1.895 -3.062 4.153
C 0.893 -3.045 -2.417
H 2.479 0.496 -4.417
H 0.637 -3.629 -4.466
C -5.013 2.660 1.156
N -1.313 2.436 1.340
C -4.906 1.525 1.955
H 0.296 1.054 -5.544
C 0.365 0.977 -4.462
N 0.423 -1.800 0.987
C 0.855 -1.860 2.320
H 1.944 -3.677 2.098
N -1.775 1.232 -1.685
H -2.151 5.655 3.281
C 1.577 0.675 -3.851
C -0.688 1.086 -2.456
Sr -0.857 0.119 0.230
H -2.211 5.617 0.773
H -4.788 0.877 3.869
C -4.035 0.318 0.060
N -0.757 1.176 -3.799


15
Properties=species:S:1:pos:R:3 method="wB97M-V/def2-TZVPD" total_charge=0 e_above_lowest_kcal_mol=137.60 lumo_energy_ev="-1.522 / -0.306" e_tot_ha=-647.67880
H -3.558 -0.875 0.879
H -1.985 0.867 -1.327
H -0.457 -2.838 -1.117
N -1.370 0.202 -1.714
H 1.003 -2.110 -1.540
O -2.997 -1.661 0.562
C 1.315 1.403 1.831
C 2.132 2.198 1.145
H 1.908 0.647 2.384
H -0.252 -1.891 -2.583
H 0.226 1.535 1.847
H 1.537 2.965 0.575
C -0.072 -1.943 -1.498
H 3.235 2.067 1.122
S -0.664 -0.565 -0.566


86
Properties=species:S:1:pos:R:3 method="wB97M-V/def2-TZVPD" total_charge=-1 e_above_lowest_kcal_mol=55.27 lumo_energy_ev=-0.049 e_tot_ha=-4520.18533
H -3.550 4.736 -2.902
H -0.254 2.787 0.377
C -2.576 -0.213 -8.098
H -2.802 4.124 0.345
O 1.926 -1.550 4.983
H -2.187 0.202 0.115
H 3.932 3.558 1.999
H -4.924 5.226 1.289
C 2.356 -4.759 -0.521
O 2.513 -2.066 1.994
H 5.062 2.223 0.320
C 4.169 -3.217 -1.164
O -2.954 -1.165 -4.707
C 2.767 -2.835 0.911
C 1.963 -3.136 6.709
C 3.862 -2.388 0.007
O 4.877 -4.824 8.367
O 4.637 -1.698 4.866
O 2.163 -4.740 8.423
C -3.590 -2.407 -6.590
C 0.560 0.696 -0.165
H 2.047 3.775 1.879
H -3.666 3.453 4.603
C -5.044 4.906 2.379
H -4.732 4.991 -1.527
H 4.978 -2.890 -1.804
C 2.711 -4.018 7.607
H -4.105 -3.348 -8.417
O 3.742 -5.107 -2.491
H 0.229 -0.056 -0.968
C 4.838 -3.258 6.617
H -3.091 2.429 -4.010
H 4.191 -5.265 8.904
O -3.266 -1.427 -9.983
H -2.287 0.481 -9.812
C -4.563 4.381 -2.483
H -2.050 0.724 -6.272
O -4.034 -3.408 -5.790
H 3.649 3.240 -0.395
H 0.646 0.105 0.797
H 1.687 2.470 -0.930
C 2.064 -3.944 0.660
C -3.359 1.655 -3.203
C 4.116 2.192 -0.298
O 1.728 -5.769 -0.792
C -2.491 -0.130 -6.769
H 2.609 -1.112 4.439
P -4.456 2.546 -1.925
C -4.515 3.385 2.465
H -6.114 5.001 2.746
H 0.885 -3.132 6.802
H -2.438 1.212 -2.700
C 2.899 3.103 2.206
C -3.001 -1.211 -5.921
H 4.286 1.851 -1.377
H -3.583 1.768 3.717
C 3.469 -4.325 -1.413
H -1.756 1.171 1.629
H 2.834 3.044 3.348
H -5.377 4.555 -3.258
C 4.089 -2.392 5.702
C -0.588 1.823 -0.141
O 4.465 -1.367 0.264
C 2.602 -2.372 5.817
O 2.432 0.745 2.484
H 3.151 -1.324 1.944
N 3.086 1.228 0.249
C -3.678 -2.488 -7.919
Ga -3.450 2.638 0.194
H -3.991 0.873 -3.737
C -3.509 2.896 3.623
C 4.199 -4.017 7.509
H -4.313 5.525 3.009
N -4.895 2.531 1.540
H 3.099 -5.841 -2.447
H 1.265 -4.277 1.308
O -2.107 0.779 -8.901
C -3.190 -1.396 -8.766
H -0.846 2.023 -1.244
H -2.452 3.107 3.221
C -1.960 1.249 0.498
H 2.209 0.836 -1.641
C 2.778 1.608 1.629
H 5.917 -3.251 6.536
H -3.860 -3.108 -4.877
C 1.917 1.377 -0.670


15
Properties=species:S:1:pos:R:3 method="wB97M-V/def2-TZVPD" total_charge=0 e_above_lowest_kcal_mol=5.97 smiles=CCSC.O lumo_energy_ev=0.728 e_tot_ha=-593.70760
H 2.594 0.096 -1.325
H -0.907 0.944 2.446
S 1.314 0.877 0.577
C 1.656 -0.212 -0.868
H -0.822 -0.060 0.320
H -2.252 1.615 1.429
O -0.359 -2.590 -1.429
C -1.178 1.572 1.602
H -0.558 -3.492 -1.712
H 0.864 -0.097 -1.594
H -0.709 1.578 -0.526
H 1.814 -1.233 -0.552
H -0.884 2.600 1.809
C -0.500 0.976 0.348
H -0.073 -2.574 -0.527


94
Properties=species:S:1:pos:R:3 method="wB97M-V/def2-TZVPD" total_charge=0 lumo_energy_ev=-0.885 e_tot_ha=-6196.43227
H -3.724 5.732 1.704
H -0.942 -0.508 9.759
H 0.526 8.072 0.913
C -2.500 1.881 10.459
H -3.713 -5.973 2.065
H -2.011 8.049 1.781
C 3.842 -2.908 5.087
Cl 4.355 -3.905 6.464
Cl 7.021 1.476 -1.396
C 0.646 -0.846 0.601
H 4.923 0.487 -1.900
C -4.755 0.144 -1.560
H 2.847 6.706 2.691
H 1.218 -5.337 -3.792
C 6.256 -1.207 -1.946
H -2.935 4.398 2.724
N 0.551 5.998 1.309
C -0.520 4.201 -4.634
C 0.722 -5.918 -4.570
C 5.811 0.148 -1.367
H -1.570 -0.523 8.236
H 3.937 6.285 1.244
C -2.128 -3.596 -9.275
C -2.645 -6.092 1.882
H -3.113 5.944 3.363
H 0.076 -3.914 -9.588
O 1.257 -1.920 0.396
H -0.516 5.081 -3.991
C -1.790 2.049 8.020
C 0.715 3.964 -5.464
Cl 6.291 -1.751 4.759
H -3.001 -4.202 -9.034
C -2.946 5.441 2.410
H 1.988 4.567 1.694
C -1.798 -0.104 9.217
O -2.252 3.130 7.790
C 0.336 -3.721 -5.666
H 7.205 -1.526 -1.516
H -5.336 -0.371 -0.795
N -0.376 -4.416 -7.648
N -1.943 1.361 9.186
H -0.757 -5.413 -9.382
H 1.496 -6.652 -4.795
Cl 1.099 5.271 -6.546
H -2.454 2.970 10.455
H -2.139 -2.713 -8.636
O 0.508 -0.045 -0.347
H -3.561 1.633 10.500
C -4.366 -0.849 -2.631
H -2.708 -0.648 9.467
H 2.776 7.498 1.159
Cl -1.839 4.490 -5.795
H -2.488 -5.375 1.076
O 0.081 -0.607 1.682
C -0.770 -4.368 -9.072
C -0.056 -5.510 -6.922
H 1.966 5.270 0.063
H -0.177 -6.302 -4.087
H -1.696 -4.834 3.344
Cl 6.303 -1.277 -3.719
H 5.501 -0.017 -0.335
H 3.940 -3.499 4.177
H -3.697 -1.598 -2.209
H 1.541 3.756 -4.784
H -0.708 -6.166 2.847
C 2.943 6.525 1.620
H -0.674 3.256 -4.113
H -0.189 -6.543 -7.208
H 2.785 -2.717 5.273
C -1.741 -5.883 3.053
Cl -5.771 -1.791 -3.198
H 4.349 -0.907 5.867
H -0.057 -2.321 -7.336
H 0.716 3.040 -6.043
Cl -2.304 -7.711 1.145
H 4.242 -0.860 4.189
N 0.349 -5.076 -5.665
H -2.250 -3.454 -10.349
H -2.034 1.427 11.333
C -1.333 7.221 1.638
H -0.405 4.162 1.936
H -1.268 1.474 7.239
C 4.542 -1.530 4.995
C 1.926 5.497 1.128
C -0.509 5.214 1.714
C -0.023 7.190 1.205
Cl -2.218 -6.779 4.467
H -3.865 0.493 -1.036
Cl -5.625 1.508 -2.126
H 0.683 -3.200 -4.786
C -0.007 -3.310 -6.904
H -3.830 -0.390 -3.462
H 5.429 -1.844 -1.635
N -1.666 5.922 1.936


132
Properties=species:S:1:pos:R:3 method="wB97M-V/def2-TZVPD" total_charge=0 e_above_lowest_kcal_mol=18.78 smiles=CC(C)O.CC(C)O.CC(C)O.CC(C)O.CC(C)O.CC(C)O.CC(C)O.CC(C)O.CC(C)O.CC(C)O.CC(C)O lumo_energy_ev=0.443 e_tot_ha=-2137.74875
H 2.508 -0.591 0.244
H 3.788 2.144 -0.903
H 5.280 -2.220 -2.305
H -3.438 -1.979 -1.988
H -5.431 -2.497 1.821
H 1.860 1.640 -3.509
H 4.852 0.781 -0.674
O -0.609 4.054 -3.282
H 0.298 7.035 -2.115
H 2.819 -2.500 5.463
H -3.787 -1.973 1.570
H 0.227 -0.416 -0.990
H -0.115 1.122 5.246
H 2.458 -1.123 4.326
H -0.197 -3.099 -2.431
H 5.535 0.860 -3.124
H -3.055 -5.093 -3.826
H 0.347 2.006 -5.682
C 0.452 0.034 -0.016
H -3.274 2.145 -1.716
H -1.661 0.568 4.753
H -1.611 0.714 0.117
H 5.133 3.342 -3.459
H -1.318 -5.019 -3.521
O 3.499 0.478 -2.986
H 1.503 3.240 5.121
H 4.045 -5.296 -1.050
H -4.093 0.194 -3.045
H 5.167 -4.207 -0.319
O 4.531 -2.020 -1.734
O 3.702 -4.159 3.587
H -4.816 2.271 -0.815
H 4.598 -3.906 3.358
H -6.008 -1.109 -2.211
C 3.686 -3.175 -1.576
C -0.630 0.229 4.897
H 1.268 -1.784 0.811
C 3.063 -2.011 4.524
C 2.119 3.235 4.222
H 2.565 -2.443 -3.339
H 4.351 2.392 -4.669
H 1.482 0.712 -5.766
C 4.627 1.362 -2.772
H -0.226 -0.155 3.959
C 1.540 -0.728 0.720
O -5.372 0.060 1.162
H -0.284 3.140 -3.231
C 4.579 -4.355 -1.221
H 0.604 -0.355 -3.670
H 1.256 5.014 -3.167
C -1.534 -2.066 5.476
H -5.753 0.941 1.268
C -1.231 0.591 -3.619
H -1.932 -0.183 7.209
H 1.100 -3.884 4.389
H -2.218 -2.727 -3.873
H -1.291 -1.718 -1.909
H -5.962 -0.409 3.069
H 0.726 -2.742 3.129
H 3.252 -3.981 -3.594
C -0.329 6.311 -2.638
H 5.198 -4.573 -2.098
H -1.421 -2.369 4.432
C -4.638 -1.890 2.254
H 1.153 1.592 3.256
H -0.238 3.978 -0.748
C 1.401 2.637 3.028
H 1.472 3.714 -1.298
C -2.295 -4.748 -3.118
H -4.316 1.424 3.303
C -5.050 -0.447 2.461
H 2.352 4.285 4.019
H 0.366 -1.335 5.978
C -5.953 -0.028 -2.086
H 5.495 2.391 -1.094
H -1.304 6.279 -2.149
C -2.335 -3.253 -2.917
H -3.893 -0.020 4.248
C 2.820 -3.357 -2.802
H 1.851 2.095 1.225
C -4.019 0.374 3.245
H -4.231 -0.268 -0.243
C -0.635 -0.908 5.918
H -0.516 3.031 1.965
O -3.558 -2.896 -2.299
C -0.889 0.134 0.693
C 0.453 0.940 -5.470
H -1.369 0.695 -2.541
H -1.691 -0.337 -3.959
H -1.222 -3.130 -0.976
O -3.748 -0.343 -1.099
H 3.405 3.083 -3.322
H -0.795 0.703 1.628
H -4.756 2.486 -2.559
C 0.255 0.631 -4.000
O -0.997 -0.407 7.189
H 3.061 -2.945 -0.710
C 4.693 1.668 -1.288
H -0.491 3.440 3.671
H -2.596 -1.803 5.535
C 0.295 4.933 -2.636
H -1.801 1.385 -4.111
C -1.157 -2.800 -2.017
C 0.119 3.423 2.761
C 4.343 2.598 -3.596
C 0.632 4.404 -1.249
H 3.673 -0.337 -2.491
C -4.495 0.424 -2.057
H -0.274 0.413 -6.089
H -6.495 0.163 -1.154
O 0.931 1.636 -3.233
H 3.065 2.732 4.421
H -2.520 -5.296 -2.203
O 0.863 1.392 -0.237
O 2.283 2.611 1.925
C -4.340 1.910 -1.724
H 1.892 -3.853 -2.504
C 2.817 -3.044 3.415
C 1.400 -3.566 3.387
H -3.104 0.368 2.645
H -6.525 0.569 -2.800
H -1.341 -2.943 6.092
H -0.412 6.668 -3.666
H 0.327 4.467 2.516
H 0.917 5.243 -0.604
H 4.095 -1.669 4.456
H 1.586 -0.405 1.766
H 0.910 1.546 -1.191
H 1.252 -4.349 2.647
H -1.346 -0.819 0.975
H -4.290 -2.348 3.182
H 3.031 -2.670 2.404


61
Properties=species:S:1:pos:R:3 method="wB97M-V/def2-TZVPD" total_charge=+1 smiles="c1ccc(C(CC2(c3ccccc3)c3ccccc3-c3ccccc32)=[N+]2CCOCC2)cc1" lumo_energy_ev=-3.733 e_tot_ha=-1327.84872
C -0.060 -3.532 4.978
C -3.780 -3.246 4.329
C -1.794 3.297 3.410
C -3.468 0.778 -0.035
H 2.213 -1.124 3.407
H 3.871 -0.751 0.942
H 0.720 -5.642 2.405
H 2.378 -2.126 1.948
H 0.378 1.502 1.472
C -0.052 -2.336 2.864
C -1.562 2.923 4.744
C -2.965 -1.368 5.642
C 2.373 1.354 0.736
H 4.274 -0.431 2.675
C 0.998 0.744 0.964
H -1.141 0.099 0.639
H -2.504 1.292 -0.100
C 2.260 -1.090 2.306
H -2.466 2.641 1.451
C -5.938 -0.491 0.103
C -5.620 0.290 -1.012
C -2.659 -0.276 2.092
H 2.747 0.984 -0.240
H 0.597 0.539 -0.038
H -2.700 -0.893 6.586
C -3.462 -2.672 5.565
H -1.171 3.657 5.443
C 3.509 -0.328 1.896
H 2.306 2.451 0.718
H -6.330 0.408 -1.834
C 0.217 -4.733 4.321
H -4.100 1.571 -1.918
C -3.030 -1.258 3.208
N 1.010 -0.502 1.759
C -3.762 -0.041 1.060
C -2.295 0.706 4.254
C 0.432 -4.731 2.936
C 0.250 -3.557 2.210
H 0.363 -3.549 1.122
H -3.587 -3.259 6.477
C -2.762 -0.674 4.448
H -4.192 -4.259 4.279
H -0.238 -1.387 4.792
H -3.821 -2.985 2.169
C -5.026 -0.619 1.159
H -6.894 -1.017 0.167
C -4.382 0.939 -1.076
H -1.638 4.328 3.088
H 0.290 -5.654 4.904
C -2.233 2.340 2.476
C -0.145 -1.090 2.074
H -5.298 -1.203 2.041
C -2.368 1.024 2.890
O 3.278 1.073 1.803
H -0.259 -3.531 6.052
C -3.567 -2.538 3.132
H -1.662 -1.570 0.705
C -0.101 -2.337 4.271
C -1.850 1.631 5.190
H -1.722 1.298 6.222
C -1.403 -0.705 1.338


17
Properties=species:S:1:pos:R:3 method="wB97M-V/def2-TZVPD" total_charge=-1 e_above_lowest_kcal_mol=153.09 lumo_energy_ev=1.737 e_tot_ha=-417.63867
H 1.590 1.126 1.354
H -1.405 -0.583 -1.296
H -3.513 -1.092 -0.254
H -1.258 1.105 1.152
N 0.283 1.142 -0.220
O 1.441 -1.267 -1.037
N -2.951 -0.398 0.224
C -0.777 0.463 0.393
C -1.919 0.084 -0.568
H -0.493 -0.443 0.964
C 1.976 -0.774 0.244
H 2.283 1.357 -0.283
H 1.337 -1.207 1.037
C 1.505 0.895 0.304
O 3.199 -0.854 0.403
H -2.204 0.989 -1.147
H 0.908 -0.542 -1.273


10
Properties=species:S:1:pos:R:3 method="wB97M-V/def2-TZVPD" total_charge=+1 e_above_lowest_kcal_mol=8.64 lumo_energy_ev=-7.013 e_tot_ha=-790.73933
N 0.468 1.253 0.337
O -0.970 -0.963 -2.404
O 0.408 -1.962 -0.180
C 1.293 -2.210 0.493
O 0.417 0.503 -0.758
H 0.828 2.169 0.121
O -1.814 -0.308 0.056
P -0.930 -0.545 -1.050
H 0.174 1.355 2.028
N 0.126 0.707 1.356


Please write out number 3 again, unchanged.
86
Properties=species:S:1:pos:R:3 method="wB97M-V/def2-TZVPD" total_charge=-1 e_above_lowest_kcal_mol=55.27 lumo_energy_ev=-0.049 e_tot_ha=-4520.18533
H -3.550 4.736 -2.902
H -0.254 2.787 0.377
C -2.576 -0.213 -8.098
H -2.802 4.124 0.345
O 1.926 -1.550 4.983
H -2.187 0.202 0.115
H 3.932 3.558 1.999
H -4.924 5.226 1.289
C 2.356 -4.759 -0.521
O 2.513 -2.066 1.994
H 5.062 2.223 0.320
C 4.169 -3.217 -1.164
O -2.954 -1.165 -4.707
C 2.767 -2.835 0.911
C 1.963 -3.136 6.709
C 3.862 -2.388 0.007
O 4.877 -4.824 8.367
O 4.637 -1.698 4.866
O 2.163 -4.740 8.423
C -3.590 -2.407 -6.590
C 0.560 0.696 -0.165
H 2.047 3.775 1.879
H -3.666 3.453 4.603
C -5.044 4.906 2.379
H -4.732 4.991 -1.527
H 4.978 -2.890 -1.804
C 2.711 -4.018 7.607
H -4.105 -3.348 -8.417
O 3.742 -5.107 -2.491
H 0.229 -0.056 -0.968
C 4.838 -3.258 6.617
H -3.091 2.429 -4.010
H 4.191 -5.265 8.904
O -3.266 -1.427 -9.983
H -2.287 0.481 -9.812
C -4.563 4.381 -2.483
H -2.050 0.724 -6.272
O -4.034 -3.408 -5.790
H 3.649 3.240 -0.395
H 0.646 0.105 0.797
H 1.687 2.470 -0.930
C 2.064 -3.944 0.660
C -3.359 1.655 -3.203
C 4.116 2.192 -0.298
O 1.728 -5.769 -0.792
C -2.491 -0.130 -6.769
H 2.609 -1.112 4.439
P -4.456 2.546 -1.925
C -4.515 3.385 2.465
H -6.114 5.001 2.746
H 0.885 -3.132 6.802
H -2.438 1.212 -2.700
C 2.899 3.103 2.206
C -3.001 -1.211 -5.921
H 4.286 1.851 -1.377
H -3.583 1.768 3.717
C 3.469 -4.325 -1.413
H -1.756 1.171 1.629
H 2.834 3.044 3.348
H -5.377 4.555 -3.258
C 4.089 -2.392 5.702
C -0.588 1.823 -0.141
O 4.465 -1.367 0.264
C 2.602 -2.372 5.817
O 2.432 0.745 2.484
H 3.151 -1.324 1.944
N 3.086 1.228 0.249
C -3.678 -2.488 -7.919
Ga -3.450 2.638 0.194
H -3.991 0.873 -3.737
C -3.509 2.896 3.623
C 4.199 -4.017 7.509
H -4.313 5.525 3.009
N -4.895 2.531 1.540
H 3.099 -5.841 -2.447
H 1.265 -4.277 1.308
O -2.107 0.779 -8.901
C -3.190 -1.396 -8.766
H -0.846 2.023 -1.244
H -2.452 3.107 3.221
C -1.960 1.249 0.498
H 2.209 0.836 -1.641
C 2.778 1.608 1.629
H 5.917 -3.251 6.536
H -3.860 -3.108 -4.877
C 1.917 1.377 -0.670